Record 1
The following is a DFT calculation (the ωB97M-V functional and the def2-TZVPD basis) of one molecule with the formula C19H29NO at a distorted geometry.

Summary:
Calculated total energy, eV: -23711.5996
Highest occupied orbital energy, eV: -10.04
Orbital gap, eV: 10.77
Structure (SMILES): C[C@@]12C[C@H]3CC[C@@H]4C[C@H](O)CC[C@@H]4[C@H]3C[C@@H]1CC[C@H]2C#N
LUMO energy, eV: 0.74

Element x y z (Å)
1 N 0.299 1.172 -6.016
2 C -0.207 0.949 -4.978
3 O -0.751 -1.415 5.294
4 C 0.519 -2.697 0.811
5 C 0.846 -2.154 -0.593
6 C -0.019 0.561 2.762
7 C -0.436 1.540 -0.091
8 C -2.255 1.345 -1.938
9 C 0.560 -0.180 1.552
10 C -0.346 0.025 0.291
11 C 0.876 -1.685 1.926
12 C 0.106 -0.857 -0.947
13 C 0.698 0.136 4.046
14 C 0.205 -2.216 3.223
15 C 1.240 2.255 -2.821
16 C 0.974 -0.024 -1.877
17 C -0.857 1.814 -1.523
18 C -2.107 1.289 -3.429
19 C 0.415 -1.308 4.466
20 C 0.188 1.177 -2.484
21 C -0.731 0.697 -3.661
22 H -0.598 -1.076 6.190
23 H -0.568 -2.861 0.890
24 H 1.015 -3.661 1.016
25 H 1.924 -1.961 -0.594
26 H 0.672 -2.884 -1.371
27 H -1.113 0.385 2.881
28 H 0.079 1.629 2.620
29 H 0.528 2.025 0.033
30 H -1.161 2.026 0.623
31 H -2.571 0.370 -1.577
32 H -3.000 2.055 -1.632
33 H 1.488 0.280 1.297
34 H -1.350 -0.293 0.566
35 H 1.959 -1.735 2.106
36 H -0.844 -1.230 -1.417
37 H 0.431 0.771 4.861
38 H 1.779 0.273 3.898
39 H -0.875 -2.350 3.007
40 H 0.664 -3.202 3.425
41 H 1.737 2.624 -1.941
42 H 1.999 1.895 -3.516
43 H 0.767 3.104 -3.309
44 H 1.878 0.288 -1.313
45 H 1.329 -0.644 -2.678
46 H -0.841 2.890 -1.662
47 H -2.823 0.674 -4.023
48 H -2.154 2.289 -3.827
49 H 1.269 -1.727 5.035
50 H -0.837 -0.380 -3.600

Record 2
The following is a DFT calculation (the ωB97M-V functional and the def2-TZVPD basis) of a 5-piece molecular cluster, C19H30BN6O2 overall at a distorted geometry.

Summary:
Charge: -1
Calculated total energy, eV: -33901.9003
Highest occupied orbital energy, eV: -3.38
Orbital gap, eV: 5.80
LUMO energy, eV: 2.42

Element x y z (Å)
1 C -1.480 1.052 -1.479
2 C -0.591 0.258 -2.445
3 C 0.253 -0.682 -1.568
4 O 1.325 -1.171 -2.282
5 N 1.616 -2.559 -1.884
6 B 2.163 -2.631 -0.617
7 N 2.933 -1.537 0.068
8 O 2.014 -3.849 0.148
9 H -0.807 1.697 -0.918
10 H -1.931 0.373 -0.761
11 H -2.206 1.679 -1.988
12 H -1.173 -0.411 -3.073
13 H 0.026 0.909 -3.056
14 H 0.564 -0.109 -0.678
15 H -0.407 -1.502 -1.274
16 H 2.962 -0.747 -0.575
17 H 2.353 -1.203 0.839
18 H 1.471 -3.605 0.917
19 N 5.330 0.911 0.068
20 C 6.572 1.478 0.035
21 C 6.423 2.807 -0.266
22 C 5.033 3.047 -0.424
23 C 4.388 1.855 -0.212
24 H 5.131 -0.061 0.257
25 H 7.453 0.890 0.229
26 H 7.221 3.525 -0.366
27 H 4.559 3.983 -0.670
28 H 3.343 1.600 -0.240
29 N -1.954 -0.813 3.583
30 C -3.228 -0.410 3.869
31 C -4.002 -0.671 2.766
32 C -3.155 -1.260 1.787
33 C -1.900 -1.337 2.325
34 H -1.166 -0.732 4.200
35 H -3.472 0.032 4.819
36 H -5.055 -0.461 2.671
37 H -3.435 -1.589 0.800
38 H -0.976 -1.713 1.918
39 N 1.787 2.384 4.650
40 C 0.508 2.769 4.964
41 C -0.288 2.490 3.881
42 C 0.540 1.907 2.886
43 C 1.808 1.857 3.387
44 H 2.586 2.478 5.249
45 H 0.278 3.208 5.919
46 H -1.345 2.681 3.807
47 H 0.238 1.565 1.910
48 H 2.718 1.489 2.944
49 N -3.614 -2.258 -3.975
50 C -4.456 -1.209 -3.741
51 C -5.423 -1.220 -4.711
52 C -5.148 -2.319 -5.567
53 C -4.026 -2.939 -5.085
54 H -2.811 -2.490 -3.415
55 H -4.297 -0.552 -2.903
56 H -6.235 -0.516 -4.799
57 H -5.709 -2.621 -6.437
58 H -3.488 -3.803 -5.434

Record 3
The following is a DFT calculation (the ωB97M-V functional and the def2-TZVPD basis) of C19H30Br30I2OPS as an isolated structure.

Summary:
Charge: +1
Calculated total energy, eV: -2159828.9523
Highest occupied orbital energy, eV: -11.15
Orbital gap, eV: 8.33
LUMO energy, eV: -2.82

Element x y z (Å)
1 C 4.193 1.327 -2.661
2 C 2.921 0.910 -1.892
3 C 1.631 1.275 -2.666
4 I 1.080 3.314 -2.353
5 P 0.245 0.170 -2.223
6 S 0.079 0.093 -0.173
7 C -1.357 0.770 -2.855
8 C -2.415 1.103 -1.786
9 C -3.776 1.367 -2.445
10 O -4.803 1.570 -1.500
11 C 0.678 -1.401 -3.036
12 C 0.191 -2.723 -2.431
13 C 0.969 -3.187 -1.198
14 I -1.925 -2.687 -2.047
15 H 4.733 0.450 -3.039
16 H 4.875 1.883 -2.016
17 H 3.954 1.965 -3.521
18 H 2.895 1.389 -0.906
19 H 2.942 -0.179 -1.718
20 H 1.814 1.144 -3.744
21 H 1.312 -0.442 0.002
22 H -1.132 1.665 -3.456
23 H -1.729 -0.017 -3.525
24 H -2.520 0.263 -1.082
25 H -2.103 1.988 -1.213
26 H -4.028 0.533 -3.120
27 H -3.727 2.279 -3.052
28 H -4.624 1.060 -0.710
29 H 1.777 -1.422 -3.115
30 H 0.284 -1.284 -4.059
31 H 0.285 -3.480 -3.217
32 H 0.689 -4.215 -0.947
33 H 2.048 -3.184 -1.417
34 H 0.774 -2.577 -0.311
35 C -4.289 -3.464 1.064
36 Br -4.764 -3.920 2.865
37 Br -4.393 -4.996 -0.090
38 Br -5.327 -1.990 0.378
39 H -3.258 -3.139 1.094
40 C 3.638 6.101 -1.189
41 Br 4.631 7.174 0.058
42 Br 2.553 7.158 -2.372
43 Br 4.798 4.915 -2.167
44 H 2.963 5.484 -0.609
45 C -0.784 -2.127 3.279
46 Br -1.248 -2.683 5.053
47 Br -0.807 -3.579 2.011
48 Br -1.925 -0.689 2.687
49 H 0.230 -1.753 3.303
50 C -8.216 -3.916 3.827
51 Br -8.954 -4.708 5.412
52 Br -8.242 -5.129 2.335
53 Br -9.060 -2.243 3.394
54 H -7.177 -3.700 4.038
55 C 8.257 5.950 -1.098
56 Br 8.584 4.150 -1.710
57 Br 8.570 6.114 0.794
58 Br 9.258 7.232 -2.108
59 H 7.206 6.154 -1.266
60 C 3.388 -2.570 2.479
61 Br 2.680 -3.110 4.178
62 Br 3.261 -3.972 1.171
63 Br 2.516 -0.957 1.863
64 H 4.436 -2.331 2.606
65 C -5.082 -4.729 8.082
66 Br -6.849 -5.381 8.434
67 Br -4.908 -4.151 6.244
68 Br -4.567 -3.334 9.297
69 H -4.392 -5.552 8.215
70 C 7.047 2.592 1.408
71 Br 5.436 3.646 1.421
72 Br 7.544 2.036 3.174
73 Br 6.893 1.087 0.214
74 H 7.836 3.229 1.025
75 C 6.678 9.649 -4.355
76 Br 8.490 10.255 -4.141
77 Br 6.540 8.291 -5.709
78 Br 5.918 9.051 -2.687
79 H 6.093 10.497 -4.682
80 C -11.437 -7.164 1.210
81 Br -10.213 -8.565 0.712
82 Br -13.094 -7.291 0.245
83 Br -11.716 -7.116 3.109
84 H -10.973 -6.226 0.935

Record 4
The following is a DFT calculation (the ωB97M-V functional and the def2-TZVPD basis) of a 3-piece molecular cluster, C19H30F16NO4 overall at a distorted geometry.

Summary:
Charge: +1
Calculated total energy, eV: -73340.5614
Highest occupied orbital energy, eV: -13.50
Orbital gap, eV: 10.77
LUMO energy, eV: -2.73

Element x y z (Å)
1 C -4.825 0.913 -0.118
2 C -4.649 -0.029 1.060
3 O -3.291 -0.392 1.332
4 C -2.766 -1.245 0.415
5 N -1.297 -1.032 0.548
6 O -0.633 -1.793 -0.407
7 C 0.802 -1.586 -0.325
8 C 1.240 -0.257 -0.913
9 C 1.407 0.804 0.150
10 C 2.524 -0.527 -1.716
11 C 2.156 -0.801 -3.165
12 C 3.540 0.604 -1.711
13 H -4.710 1.925 0.204
14 H -5.796 0.745 -0.524
15 H -4.116 0.748 -0.912
16 H -5.278 -0.892 0.932
17 H -4.999 0.469 1.931
18 H -3.004 -1.009 -0.604
19 H -2.996 -2.285 0.574
20 H -1.144 -0.030 0.419
21 H -1.010 -1.296 1.492
22 H 1.121 -1.709 0.694
23 H 1.204 -2.381 -0.910
24 H 0.473 0.018 -1.614
25 H 0.586 0.838 0.854
26 H 2.290 0.634 0.725
27 H 1.455 1.769 -0.300
28 H 3.031 -1.397 -1.343
29 H 3.027 -1.170 -3.663
30 H 1.400 -1.556 -3.248
31 H 1.834 0.116 -3.613
32 H 4.010 0.672 -0.752
33 H 4.285 0.393 -2.450
34 H 3.080 1.554 -1.907
35 C 6.679 -5.495 -2.742
36 C 7.310 -6.284 -1.588
37 C 6.377 -7.198 -0.795
38 F 5.396 -6.474 -0.203
39 F 7.092 -7.818 0.168
40 F 7.937 -5.431 -0.750
41 F 8.249 -7.096 -2.142
42 O 6.316 -4.161 -2.447
43 C 5.121 -3.895 -1.868
44 C 5.313 -3.266 -0.490
45 F 5.981 -4.103 0.316
46 F 4.084 -3.034 0.057
47 F 4.338 -4.988 -1.806
48 F 4.480 -2.980 -2.645
49 H 7.456 -5.404 -3.497
50 H 5.858 -6.041 -3.205
51 H 5.929 -7.954 -1.446
52 H 5.858 -2.324 -0.574
53 C -5.349 5.948 3.915
54 C -6.053 4.641 3.526
55 C -5.261 3.668 2.656
56 F -4.949 4.217 1.461
57 F -6.026 2.564 2.423
58 F -7.232 4.912 2.934
59 F -6.309 3.971 4.685
60 O -5.650 7.068 3.122
61 C -4.960 7.275 1.961
62 C -5.896 7.212 0.757
63 F -6.487 5.998 0.698
64 F -5.169 7.389 -0.367
65 F -3.937 6.403 1.830
66 F -4.441 8.516 2.007
67 H -5.728 6.200 4.903
68 H -4.273 5.810 4.022
69 H -4.340 3.354 3.156
70 H -6.661 7.987 0.830